Computed, not measured: a 11-piece molecular cluster, C39H75F5O27 overall, with ωB97M-V/def2-TZVPD.

For the LUMO energy, the calculation gives 0.017 Ha. As for the relative energy (zero: lowest compared OMol25 entry of this formula, charge and spin): 57.8 kJ/mol. The value obtained for the molar mass is 1071.0 g/mol. The calculation puts the calculated total energy at -4061.572971 a.u. The gap between HOMO and LUMO is 0.371 Eh.

Each line ends with the Mulliken charge.
Atoms and positions in Å:
O (6.25, -3.55, 0.58)  -0.56
C (5.19, -4.05, 0.30)  0.46
O (5.08, -5.26, -0.27)  -0.41
C (3.71, -5.41, -0.72)  -0.46
C (2.98, -4.53, 0.26)  1.25
F (2.74, -5.15, 1.50)  -0.36
O (3.94, -3.50, 0.48)  -0.21
H (3.52, -5.04, -1.71)  0.23
H (3.42, -6.41, -0.69)  0.41
H (2.03, -4.12, -0.11)  -0.38
O (0.50, 4.61, 1.75)  -0.45
C (1.61, 4.61, 1.34)  0.42
O (2.71, 4.69, 2.09)  -0.37
C (3.89, 4.76, 1.23)  -0.39
C (3.36, 4.36, -0.12)  0.17
F (3.76, 3.08, -0.37)  -0.15
O (1.98, 4.48, 0.01)  -0.08
H (4.21, 5.76, 1.27)  0.38
H (4.67, 4.15, 1.53)  0.08
H (3.52, 5.00, -1.00)  0.39
O (0.00, -1.30, 4.06)  -0.47
C (-1.08, -0.95, 4.33)  0.53
O (-2.25, -1.52, 3.88)  -0.36
C (-3.38, -0.66, 4.42)  -0.01
C (-2.73, 0.34, 5.33)  0.97
F (-3.00, -0.09, 6.66)  -0.40
O (-1.37, 0.17, 5.03)  -0.36
H (-3.75, -0.19, 3.50)  -0.44
H (-4.14, -1.24, 4.85)  0.44
H (-2.96, 1.39, 5.19)  -0.10
O (-6.75, -0.42, 2.55)  -0.56
C (-6.01, 0.19, 1.85)  0.62
O (-4.84, -0.27, 1.37)  -0.23
C (-4.14, 0.85, 0.62)  0.70
C (-5.13, 2.05, 0.85)  0.64
F (-5.77, 2.35, -0.38)  -0.40
O (-6.18, 1.53, 1.72)  -0.42
H (-3.20, 0.95, 1.13)  -0.38
H (-4.15, 0.48, -0.44)  0.15
H (-4.75, 2.99, 1.25)  0.02
O (-1.09, 0.70, 1.22)  -0.81
C (0.08, 0.45, 1.32)  0.15
O (0.69, -0.71, 1.45)  0.19
C (2.10, -0.51, 1.64)  0.21
C (2.26, 0.87, 1.10)  1.03
F (2.44, 0.66, -0.24)  -0.22
O (1.05, 1.52, 1.30)  0.21
H (2.43, -0.54, 2.67)  0.12
H (2.65, -1.28, 1.08)  -0.15
H (3.10, 1.48, 1.52)  -0.94
C (-2.67, -5.91, 1.76)  -0.78
O (-1.63, -5.78, 0.83)  -0.35
C (-0.98, -4.51, 0.85)  0.51
C (-1.85, -3.38, 0.33)  0.45
O (-2.19, -3.67, -1.04)  -0.29
C (-3.17, -2.86, -1.64)  -0.78
H (-2.26, -5.90, 2.75)  0.32
H (-3.11, -6.95, 1.67)  0.23
H (-3.40, -5.12, 1.63)  0.30
H (-0.18, -4.65, 0.10)  -1.05
H (-0.47, -4.32, 1.78)  0.64
H (-1.25, -2.45, 0.36)  -0.26
H (-2.79, -3.24, 0.96)  0.25
H (-3.17, -3.17, -2.63)  0.37
H (-2.98, -1.78, -1.65)  0.15
H (-4.20, -3.02, -1.24)  0.26
C (-0.01, -6.32, -1.97)  -0.94
O (0.68, -5.13, -2.07)  0.21
C (0.45, -4.49, -3.29)  -0.76
C (1.05, -3.13, -3.38)  -0.29
O (2.45, -3.16, -3.30)  -0.43
C (2.99, -1.97, -2.79)  -0.66
H (0.35, -6.77, -1.06)  0.26
H (0.29, -6.90, -2.90)  0.31
H (-1.08, -6.12, -1.92)  0.27
H (-0.66, -4.37, -3.39)  0.24
H (0.91, -5.08, -4.09)  0.35
H (0.66, -2.37, -2.71)  0.26
H (0.88, -2.69, -4.39)  0.34
H (2.74, -1.16, -3.49)  0.42
H (4.06, -2.10, -2.92)  0.38
H (2.77, -1.76, -1.74)  0.09
C (-6.04, 1.79, 5.12)  -1.12
O (-5.07, 2.27, 4.28)  0.39
C (-5.18, 3.70, 4.25)  -1.03
C (-3.86, 4.22, 3.72)  0.06
O (-2.75, 3.98, 4.52)  -0.47
C (-1.57, 4.01, 3.69)  -0.39
H (-5.91, 0.73, 5.17)  0.27
H (-7.02, 1.91, 4.64)  0.34
H (-6.00, 2.31, 6.09)  0.38
H (-5.27, 4.00, 5.29)  0.48
H (-5.93, 4.03, 3.62)  0.46
H (-3.93, 5.29, 3.53)  0.47
H (-3.70, 3.71, 2.75)  -0.21
H (-0.68, 3.66, 4.26)  0.10
H (-1.41, 5.00, 3.24)  0.43
H (-1.67, 3.22, 2.95)  0.08
C (-1.13, 0.61, -4.79)  -0.24
O (-0.83, 0.00, -6.06)  -0.33
C (-1.93, -0.50, -6.67)  -0.41
C (-1.49, -1.29, -7.88)  -0.69
O (-0.58, -2.22, -7.45)  -0.16
C (0.16, -2.74, -8.51)  -0.74
H (-0.41, 1.29, -4.50)  -0.20
H (-1.24, -0.18, -4.04)  0.15
H (-2.06, 1.20, -4.84)  0.35
H (-2.61, 0.33, -6.87)  0.42
H (-2.43, -1.28, -6.02)  0.17
H (-1.09, -0.67, -8.62)  0.47
H (-2.37, -1.82, -8.33)  0.33
H (0.31, -1.99, -9.38)  0.28
H (-0.34, -3.61, -8.97)  0.31
H (1.16, -3.03, -8.20)  0.23
C (5.99, 1.09, 0.86)  -0.86
O (5.33, 1.80, 1.80)  -0.15
C (5.65, 1.27, 3.10)  -0.71
C (4.76, 1.96, 4.10)  -0.69
O (3.36, 1.80, 3.78)  0.06
C (2.65, 2.47, 4.80)  -0.57
H (7.04, 1.33, 0.64)  0.22
H (5.51, 1.25, -0.08)  0.18
H (5.84, 0.07, 1.09)  0.45
H (6.66, 1.46, 3.42)  0.47
H (5.50, 0.16, 3.19)  0.32
H (5.01, 3.11, 4.02)  0.26
H (4.97, 1.61, 5.12)  0.44
H (2.99, 3.51, 5.03)  0.32
H (2.78, 1.89, 5.73)  0.38
H (1.58, 2.60, 4.54)  -0.15
C (-1.47, 3.92, -1.89)  -0.63
O (-0.38, 3.55, -2.80)  -0.49
C (0.55, 2.67, -2.16)  0.79
C (1.85, 2.83, -2.96)  -0.97
O (2.30, 4.14, -2.89)  -0.27
C (3.10, 4.60, -3.99)  -0.94
H (-2.04, 4.64, -2.49)  0.31
H (-1.05, 4.33, -0.98)  0.20
H (-1.99, 3.01, -1.70)  0.27
H (0.17, 1.62, -2.16)  0.24
H (0.67, 3.05, -1.14)  -0.30
H (1.66, 2.58, -4.01)  0.77
H (2.60, 2.04, -2.71)  0.12
H (2.75, 4.22, -4.97)  0.30
H (4.08, 4.33, -3.89)  0.37
H (3.00, 5.63, -4.03)  0.32